The following is a quantum chemistry calculation of a cluster of 16 separate species, C55H150F6N20O20P in total in a non-equilibrium geometry, from the Open Molecules 2025 dataset.

The value obtained for the orbital gap is 0.309 Eh. The net charge is -1. The calculation puts the HOMO energy at -6.513 eV. For the strongest force on any atom, the calculation gives 0.1661 hartree/bohr. The LUMO energy comes out at 0.0695 hartree.

Last columns: bonded neighbours and bond lengths (Å).
Geometry (Å):
1 P -0.38 -0.28 0.55  F2 1.670, F3 1.607, F4 1.574, F5 1.709, F6 1.583, F7 1.706
2 F -0.88 0.76 1.75  P1 1.670
3 F 0.45 0.93 -0.10  P1 1.607
4 F 0.89 -0.57 1.43  P1 1.574
5 F 0.27 -1.36 -0.61  P1 1.709
6 F -1.14 -1.50 1.21  P1 1.583
7 F -1.76 0.19 -0.34  P1 1.706
8 C -4.41 2.13 -2.61  O9 1.257, N10 1.284, N11 1.274
9 O -4.12 1.42 -3.60  C8 1.257
10 N -4.23 1.78 -1.38  C8 1.284, H12 1.010, H13 1.010
11 N -4.92 3.29 -2.58  C8 1.274, H14 1.010, H15 1.010
12 H -4.40 2.48 -0.68  N10 1.010
13 H -3.79 0.87 -1.32  N10 1.010
14 H -5.01 3.81 -1.72  N11 1.010
15 H -5.15 3.75 -3.45  N11 1.010
16 C 3.33 3.72 -2.54  O17 1.199, N18 1.306, N19 1.290
17 O 3.45 4.37 -3.54  C16 1.199
18 N 2.90 2.49 -2.53  C16 1.306, H20 1.010, H21 1.010
19 N 3.39 4.20 -1.34  C16 1.290, H22 1.010, H23 1.010
20 H 2.90 1.98 -3.40  N18 1.010
21 H 2.58 1.98 -1.72  N18 1.010
22 H 3.62 5.16 -1.11  N19 1.010
23 H 3.39 3.62 -0.51  N19 1.010
24 C 0.84 -5.57 -1.51  O25 1.150, N26 1.330, N27 1.302
25 O 1.70 -5.96 -2.17  C24 1.150
26 N 0.15 -6.31 -0.65  C24 1.330, H28 1.010, H29 1.010
27 N 0.27 -4.43 -1.78  C24 1.302, H30 1.010, H31 1.010
28 H 0.30 -7.30 -0.74  N26 1.010
29 H -0.52 -5.93 0.01  N26 1.010
30 H -0.61 -4.16 -1.36  N27 1.010
31 H 0.66 -4.04 -2.62  N27 1.010
32 C -2.61 -1.82 -4.13  O33 1.179, N34 1.253, N35 1.323
33 O -2.16 -2.84 -4.53  C32 1.179
34 N -2.11 -1.16 -3.19  C32 1.253, H36 1.010, H37 1.010
35 N -3.67 -1.22 -4.65  C32 1.323, H38 1.010, H39 1.010
36 H -2.44 -0.21 -3.12  N34 1.010
37 H -1.36 -1.43 -2.58  N34 1.010
38 H -4.15 -1.76 -5.36  N35 1.010
39 H -4.05 -0.45 -4.13  N35 1.010
40 C -0.99 -5.17 2.49  O41 1.192, N42 1.329, N43 1.307
41 O -1.49 -5.46 1.45  C40 1.192
42 N -1.30 -5.80 3.62  C40 1.329, H44 1.010, H45 1.010
43 N -0.32 -4.06 2.70  C40 1.307, H46 1.010, H47 1.010
44 H -0.82 -5.54 4.47  N42 1.010
45 H -1.95 -6.58 3.62  N42 1.010
46 H -0.14 -3.50 1.88  N43 1.010
47 H 0.23 -3.82 3.51  N43 1.010
48 C -4.29 -4.85 -0.72  C49 1.586, H54 1.090, H55 1.090, H56 1.090
49 C -3.59 -3.44 -0.92  C48 1.586, C50 1.546, N53 1.449, H57 1.090
50 C -4.42 -2.38 -0.16  C49 1.546, O51 1.449, H58 1.090, H59 1.090
51 O -5.78 -2.17 -0.61  C50 1.449, C52 1.451
52 C -5.86 -1.58 -1.93  O51 1.451, H60 1.090, H61 1.090, H62 1.090
53 N -2.21 -3.39 -0.50  C49 1.449, H63 1.010, H64 1.010
54 H -4.52 -5.10 0.32  C48 1.090
55 H -3.78 -5.74 -1.07  C48 1.090
56 H -5.28 -4.94 -1.17  C48 1.090
57 H -3.69 -3.34 -2.00  C49 1.090
58 H -3.92 -1.42 -0.18  C50 1.090
59 H -4.29 -2.58 0.91  C50 1.090
60 H -6.87 -1.21 -2.12  C52 1.090
61 H -5.68 -2.27 -2.76  C52 1.090
62 H -5.29 -0.66 -1.98  C52 1.090
63 H -1.99 -2.43 -0.27  N53 1.010
64 H -2.15 -3.81 0.42  N53 1.010
65 C 4.22 0.80 0.46  C66 1.469, H71 1.090, H72 1.090, H73 1.090
66 C 3.74 1.63 1.58  C65 1.469, C67 1.568, N70 1.445, H74 1.090
67 C 4.74 2.61 2.28  C66 1.568, O68 1.455, H75 1.090, H76 1.090
68 O 5.76 1.79 2.92  C67 1.455, C69 1.389
69 C 6.49 2.43 3.92  O68 1.389, H77 1.090, H78 1.090, H79 1.090
70 N 2.64 2.36 1.01  C66 1.445, H80 1.010, H81 1.010
71 H 4.44 1.34 -0.46  C65 1.090
72 H 3.45 0.10 0.16  C65 1.090
73 H 5.04 0.14 0.75  C65 1.090
74 H 3.35 0.93 2.32  C66 1.090
75 H 4.17 3.21 2.99  C67 1.090
76 H 5.13 3.27 1.50  C67 1.090
77 H 5.83 2.65 4.76  C69 1.090
78 H 6.91 3.37 3.57  C69 1.090
79 H 7.21 1.69 4.27  C69 1.090
80 H 1.91 1.68 0.86  N70 1.010
81 H 2.29 3.00 1.72  N70 1.010
82 C -0.66 3.93 -2.02  C83 1.517, H88 1.090, H89 1.090, H90 1.090
83 C -0.02 4.46 -3.29  C82 1.517, C84 1.522, N87 1.449, H91 1.090
84 C -1.05 4.78 -4.36  C83 1.522, O85 1.388, H92 1.090, H93 1.090
85 O -0.45 5.22 -5.54  C84 1.388, C86 1.468
86 C -1.35 5.63 -6.62  O85 1.468, H94 1.090, H95 1.090, H96 1.090
87 N 0.61 5.72 -2.93  C83 1.449, H97 1.010, H98 1.010
88 H 0.04 3.64 -1.23  C82 1.090
89 H -1.15 2.97 -2.16  C82 1.090
90 H -1.31 4.65 -1.53  C82 1.090
91 H 0.75 3.83 -3.74  C83 1.090
92 H -1.82 5.43 -3.94  C84 1.090
93 H -1.56 3.83 -4.49  C84 1.090
94 H -2.06 6.35 -6.24  C86 1.090
95 H -1.91 4.80 -7.05  C86 1.090
96 H -0.89 6.09 -7.50  C86 1.090
97 H 1.07 6.07 -3.76  N87 1.010
98 H 1.50 5.60 -2.47  N87 1.010
99 C -7.87 -0.52 2.29  C100 1.567, H105 1.090, H106 1.090, H107 1.090
100 C -7.13 0.74 1.72  C99 1.567, C101 1.559, N104 1.453, H108 1.090
101 C -5.95 1.19 2.62  C100 1.559, O102 1.428, H109 1.090, H110 1.090
102 O -6.45 1.92 3.74  C101 1.428, C103 1.407
103 C -6.64 3.31 3.58  O102 1.407, H111 1.090, H112 1.090, H113 1.090
104 N -6.48 0.39 0.47  C100 1.453, H114 1.010, H115 1.010
105 H -8.11 -0.52 3.36  C99 1.090
106 H -7.15 -1.32 2.15  C99 1.090
107 H -8.73 -0.65 1.64  C99 1.090
108 H -7.88 1.53 1.58  C100 1.090
109 H -5.17 1.73 2.08  C101 1.090
110 H -5.44 0.31 3.01  C101 1.090
111 H -7.32 3.63 2.79  C103 1.090
112 H -5.62 3.65 3.39  C103 1.090
113 H -7.07 3.61 4.54  C103 1.090
114 H -6.04 -0.51 0.31  N104 1.010
115 H -5.94 1.10 0.00  N104 1.010
116 C -0.86 3.68 3.43  C117 1.556, H122 1.090, H123 1.090, H124 1.090
117 C -0.03 2.76 4.38  C116 1.556, C118 1.527, N121 1.479, H125 1.090
118 C -0.93 1.65 4.92  C117 1.527, O119 1.431, H126 1.090, H127 1.090
119 O -0.18 0.61 5.55  C118 1.431, C120 1.377
120 C -0.19 -0.63 4.94  O119 1.377, H128 1.090, H129 1.090, H130 1.090
121 N 1.06 2.33 3.50  C117 1.479, H131 1.010, H132 1.010
122 H -1.78 4.05 3.89  C116 1.090
123 H -1.18 3.21 2.51  C116 1.090
124 H -0.34 4.61 3.23  C116 1.090
125 H 0.35 3.37 5.20  C117 1.090
126 H -1.49 1.16 4.12  C118 1.090
127 H -1.64 1.98 5.67  C118 1.090
128 H -0.05 -0.46 3.87  C120 1.090
129 H -1.11 -1.21 4.97  C120 1.090
130 H 0.61 -1.28 5.30  C120 1.090
131 H 0.54 1.84 2.79  N121 1.010
132 H 1.54 1.55 3.93  N121 1.010
133 C -7.84 2.77 -5.48  O134 1.392, H142 1.090, H143 1.090, H144 1.090
134 O -7.86 3.34 -4.21  C133 1.392, C135 1.400
135 C -8.87 4.27 -3.93  O134 1.400, C136 1.544, H145 1.090, H146 1.090
136 C -8.93 4.58 -2.42  C135 1.544, N137 1.491, H147 1.090, H148 1.090
137 N -7.59 4.86 -1.84  C136 1.491, C138 1.468, H149 1.010
138 C -7.66 4.89 -0.37  N137 1.468, C139 1.584, H150 1.090, H151 1.090
139 C -6.29 5.30 0.31  C138 1.584, O140 1.377, H152 1.090, H153 1.090
140 O -5.31 4.37 0.07  C139 1.377, C141 1.421
141 C -3.96 4.73 0.33  O140 1.421, H154 1.090, H155 1.090, H156 1.090
142 H -7.91 3.54 -6.24  C133 1.090
143 H -8.56 1.97 -5.64  C133 1.090
144 H -6.81 2.43 -5.60  C133 1.090
145 H -9.77 3.86 -4.39  C135 1.090
146 H -8.73 5.17 -4.52  C135 1.090
147 H -9.38 3.85 -1.75  C136 1.090
148 H -9.48 5.51 -2.25  C136 1.090
149 H -7.13 4.01 -2.15  N137 1.010
150 H -7.91 3.86 -0.16  C138 1.090
151 H -8.48 5.55 -0.08  C138 1.090
152 H -6.37 5.52 1.38  C139 1.090
153 H -5.96 6.28 -0.04  C139 1.090
154 H -3.91 5.02 1.38  C141 1.090
155 H -3.54 5.53 -0.28  C141 1.090
156 H -3.38 3.81 0.28  C141 1.090
157 C 2.85 -3.26 0.23  O158 1.415, H166 1.090, H167 1.090, H168 1.090
158 O 3.87 -3.26 1.21  C157 1.415, C159 1.433
159 C 3.33 -2.70 2.41  O158 1.433, C160 1.536, H169 1.090, H170 1.090
160 C 4.52 -2.65 3.38  C159 1.536, N161 1.516, H171 1.090, H172 1.090
161 N 4.03 -2.13 4.72  C160 1.516, C162 1.471, H173 1.010
162 C 3.89 -0.68 4.59  N161 1.471, C163 1.584, H174 1.090, H175 1.090
163 C 3.33 0.09 5.86  C162 1.584, O164 1.466, H176 1.090, H177 1.090
164 O 4.39 -0.03 6.86  C163 1.466, C165 1.386
165 C 4.49 1.04 7.74  O164 1.386, H178 1.090, H179 1.090, H180 1.090
166 H 2.31 -2.31 0.18  C157 1.090
167 H 2.15 -4.02 0.56  C157 1.090
168 H 3.29 -3.60 -0.71  C157 1.090
169 H 2.55 -3.27 2.91  C159 1.090
170 H 3.00 -1.68 2.19  C159 1.090
171 H 5.40 -2.11 3.04  C160 1.090
172 H 4.86 -3.69 3.42  C160 1.090
173 H 4.67 -2.43 5.44  N161 1.010
174 H 3.10 -0.47 3.87  C162 1.090
175 H 4.81 -0.23 4.21  C162 1.090
176 H 2.48 -0.43 6.29  C163 1.090
177 H 3.10 1.14 5.70  C163 1.090
178 H 4.78 1.98 7.28  C165 1.090
179 H 5.15 0.73 8.55  C165 1.090
180 H 3.49 1.10 8.18  C165 1.090
181 C 3.20 3.14 -8.12  O182 1.390, H190 1.090, H191 1.090, H192 1.090
182 O 2.52 2.22 -7.32  C181 1.390, C183 1.433
183 C 1.74 2.75 -6.25  O182 1.433, C184 1.578, H193 1.090, H194 1.090
184 C 1.05 1.55 -5.49  C183 1.578, N185 1.469, H195 1.090, H196 1.090
185 N 2.10 0.78 -4.81  C184 1.469, C186 1.441, H197 1.010
186 C 1.39 -0.25 -4.09  N185 1.441, C187 1.518, H198 1.090, H199 1.090
187 C 2.25 -1.22 -3.31  C186 1.518, O188 1.401, H200 1.090, H201 1.090
188 O 3.07 -2.02 -4.12  C187 1.401, C189 1.386
189 C 3.82 -3.01 -3.51  O188 1.386, H202 1.090, H203 1.090, H204 1.090
190 H 3.56 2.49 -8.93  C181 1.090
191 H 4.04 3.68 -7.68  C181 1.090
192 H 2.43 3.79 -8.53  C181 1.090
193 H 0.89 3.29 -6.68  C183 1.090
194 H 2.30 3.37 -5.55  C183 1.090
195 H 0.45 0.93 -6.16  C184 1.090
196 H 0.43 2.07 -4.76  C184 1.090
197 H 2.77 0.45 -5.49  N185 1.010
198 H 0.73 -0.79 -4.77  C186 1.090
199 H 0.74 0.32 -3.42  C186 1.090
200 H 1.51 -1.89 -2.88  C187 1.090
201 H 2.84 -0.83 -2.48  C187 1.090
202 H 3.19 -3.86 -3.23  C189 1.090
203 H 4.44 -2.60 -2.72  C189 1.090
204 H 4.46 -3.41 -4.30  C189 1.090
205 C 5.68 0.05 -2.55  O206 1.453, H214 1.090, H215 1.090, H216 1.090
206 O 6.83 -0.83 -2.52  C205 1.453, C207 1.407
207 C 7.86 -0.39 -3.36  O206 1.407, C208 1.570, H217 1.090, H218 1.090
208 C 8.82 -1.58 -3.73  C207 1.570, N209 1.493, H219 1.090, H220 1.090
209 N 9.72 -1.88 -2.58  C208 1.493, C210 1.443, H221 1.010
210 C 10.54 -3.00 -2.97  N209 1.443, C211 1.502, H222 1.090, H223 1.090
211 C 11.63 -2.65 -3.94  C210 1.502, O212 1.419, H224 1.090, H225 1.090
212 O 12.38 -3.83 -4.20  C211 1.419, C213 1.419
213 C 13.54 -3.67 -5.00  O212 1.419, H226 1.090, H227 1.090, H228 1.090
214 H 4.82 -0.25 -1.94  C205 1.090
215 H 5.30 0.11 -3.57  C205 1.090
216 H 5.92 1.06 -2.22  C205 1.090
217 H 8.48 0.27 -2.75  C207 1.090
218 H 7.64 0.07 -4.32  C207 1.090
219 H 9.33 -1.34 -4.66  C208 1.090
220 H 8.14 -2.43 -3.78  C208 1.090
221 H 9.11 -2.13 -1.82  N209 1.010
222 H 10.00 -3.92 -3.21  C210 1.090
223 H 10.95 -3.31 -2.01  C210 1.090
224 H 12.28 -1.83 -3.62  C211 1.090
225 H 11.10 -2.40 -4.86  C211 1.090
226 H 14.39 -3.31 -4.42  C213 1.090
227 H 13.32 -2.90 -5.74  C213 1.090
228 H 13.71 -4.63 -5.50  C213 1.090
229 C -3.78 -2.24 3.98  O230 1.465, H238 1.090, H239 1.090, H240 1.090
230 O -2.99 -2.82 5.08  C229 1.465, C231 1.479
231 C -3.75 -3.80 5.88  O230 1.479, C232 1.545, H241 1.090, H242 1.090
232 C -3.21 -3.79 7.33  C231 1.545, N233 1.470, H243 1.090, H244 1.090
233 N -1.76 -3.97 7.37  C232 1.470, C234 1.433, H245 1.010
234 C -1.43 -5.35 7.19  N233 1.433, C235 1.578, H246 1.090, H247 1.090
235 C 0.13 -5.56 7.10  C234 1.578, O236 1.425, H248 1.090, H249 1.090
236 O 0.54 -5.58 5.73  C235 1.425, C237 1.480
237 C 1.96 -5.37 5.40  O236 1.480, H250 1.090, H251 1.090, H252 1.090
238 H -3.18 -1.53 3.42  C229 1.090
239 H -4.60 -1.81 4.56  C229 1.090
240 H -4.14 -3.00 3.29  C229 1.090
241 H -3.55 -4.80 5.49  C231 1.090
242 H -4.80 -3.53 5.94  C231 1.090
243 H -3.74 -4.55 7.90  C232 1.090
244 H -3.49 -2.84 7.81  C232 1.090
245 H -1.42 -3.36 6.64  N233 1.010
246 H -1.84 -5.77 6.27  C234 1.090
247 H -1.79 -5.96 8.02  C234 1.090
248 H 0.39 -6.49 7.60  C235 1.090
249 H 0.69 -4.79 7.64  C235 1.090
250 H 2.36 -5.74 4.46  C237 1.090
251 H 2.57 -5.69 6.25  C237 1.090
252 H 2.01 -4.28 5.44  C237 1.090